[1]
118
Properties=species:S:1:pos:R:3:forces:R:3 method="wB97M-V/def2-TZVPD" e_homo_ev=-8.1 largest_force_ev_per_a=5.60 molar_mass_g_mol=847.795 lumo_ev=-1.2 gap_ev=6.8440 charge=0
C 2.787847 1.830524 3.007007 -1.43 -0.55 -0.61
N 3.501547 0.484144 2.980757 -2.61 1.18 -1.91
O 4.531197 0.560384 3.559767 2.03 -1.74 0.72
O 2.958997 -0.464346 2.367037 1.55 1.79 1.58
H 3.303067 2.588514 3.597007 0.16 -0.65 0.12
H 1.796327 1.575604 3.381187 0.01 0.33 0.19
H 2.623937 2.221974 2.003017 0.22 -0.39 -0.16
C -0.744363 -1.061816 6.703817 0.45 -0.09 0.67
N -0.858523 -1.066526 5.236667 2.73 1.06 -0.82
O 0.188517 -1.314386 4.630927 -1.12 -0.42 0.64
O -1.834973 -0.629136 4.693057 -1.54 -0.07 -0.06
H -0.375513 -2.048556 6.983807 -0.50 0.01 0.21
H -1.644143 -0.686536 7.191317 -0.05 -0.54 -0.27
H 0.075847 -0.385656 6.944977 -0.04 0.07 -0.24
C -1.708603 0.660614 1.841257 -0.68 0.84 -0.16
N -2.130693 0.694854 0.367277 0.81 -0.42 0.43
O -2.816053 1.621354 -0.096493 1.45 -2.17 0.82
O -1.685443 -0.313146 -0.200243 -1.14 1.85 -0.48
H -0.637473 0.814694 1.971817 -0.04 0.03 -0.65
H -1.947673 -0.332806 2.220817 -0.18 0.31 -0.14
H -2.236953 1.472474 2.341097 0.00 -0.29 0.01
C 0.854607 4.491244 5.457017 0.25 0.95 1.03
C -0.042383 4.915654 4.320507 1.56 -1.50 1.76
C 0.523717 5.994414 3.443557 -1.15 -0.08 -0.73
O 0.042957 5.527294 2.183217 -0.54 1.13 -1.01
C 0.034727 4.190004 2.240647 0.96 0.97 -5.43
O 0.150147 3.508304 1.254217 -0.60 -0.24 0.40
O 0.057687 3.804174 3.424217 -0.81 -2.50 3.92
H 0.931407 5.334734 6.143107 -0.10 0.01 0.32
H 1.887937 4.289534 5.174797 -0.17 -0.19 -0.38
H 0.442787 3.646974 6.009937 0.04 0.00 -0.13
H -1.051193 4.932484 4.732957 -0.23 0.74 -0.64
H 1.600477 5.874344 3.324127 0.21 0.69 0.82
H 0.109917 6.990564 3.600317 0.55 -0.04 0.12
C -2.517793 -2.978726 1.173987 -0.78 0.36 1.35
C -2.108503 -3.443916 2.591487 1.11 -0.89 -1.77
C -3.187553 -4.061136 3.427677 -0.54 -0.90 0.46
O -2.935853 -5.481706 3.388767 -0.61 -0.19 0.37
C -1.669253 -5.706736 3.039477 1.68 -2.13 -0.88
O -1.065253 -6.781736 3.190347 -1.86 3.85 -0.57
O -1.227343 -4.586296 2.371157 0.90 -0.76 1.09
H -3.213163 -3.681926 0.715647 0.34 -0.37 -0.05
H -1.691553 -2.722346 0.510887 -0.05 -0.15 0.30
H -3.139423 -2.098636 1.338677 0.07 0.39 -0.25
H -1.557053 -2.695346 3.160377 0.10 0.07 -0.33
H -4.174463 -3.858426 3.011707 -0.08 -0.12 0.36
H -3.099223 -3.859156 4.495147 -0.33 0.72 -0.11
C -4.911173 1.140774 3.453207 -0.03 0.25 1.43
C -5.279023 0.404194 4.827597 -0.23 1.77 -3.72
C -5.372983 1.287264 6.015797 2.42 0.16 2.51
O -6.561263 0.882854 6.665437 0.75 1.00 1.18
C -7.319653 0.397384 5.718637 -2.87 -1.02 0.95
O -8.465533 0.114994 5.827117 -1.12 0.03 0.45
O -6.657323 0.203544 4.641207 0.32 -1.72 -3.00
H -5.678843 1.882484 3.232647 -0.22 0.08 0.55
H -4.964223 0.537164 2.547147 0.63 -0.49 0.39
H -4.000083 1.725314 3.580977 0.28 -0.40 -0.35
H -4.760333 -0.546536 4.950777 0.04 0.11 0.23
H -5.344363 2.373274 5.927077 -0.21 -0.04 -0.70
H -4.575093 1.022194 6.709477 0.21 0.26 0.10
O 2.273987 4.958684 -4.076393 -0.48 -0.45 -0.46
P 1.684337 3.607984 -4.237723 -0.20 -1.68 0.24
N 2.891877 2.451744 -4.697133 -1.02 1.12 0.89
C 4.265827 2.941494 -5.024973 -0.81 0.02 0.93
C 2.762447 1.036824 -4.362703 -0.67 -0.35 -0.30
N 0.503817 3.499004 -5.479043 0.35 2.97 0.33
C -0.205243 2.404964 -5.931943 -0.67 -3.34 1.43
C 0.067227 4.739794 -6.166953 1.57 0.75 0.26
N 0.905337 2.987844 -2.768593 1.53 -0.30 -1.36
C 1.807997 2.905874 -1.613993 0.54 -0.72 -0.62
C -0.449333 3.382624 -2.424833 0.80 0.82 -1.24
H 4.792607 3.279644 -4.132643 0.17 -0.47 0.38
H 4.280457 3.866254 -5.601773 -0.45 -0.40 -0.58
H 4.800517 2.110094 -5.484293 0.03 0.26 -0.17
H 3.283437 0.700014 -3.466463 0.71 0.05 -0.22
H 2.949687 0.421224 -5.242523 0.84 -0.09 0.09
H 1.748707 0.700784 -4.144753 -0.41 0.79 0.11
H 0.208877 1.516514 -5.455223 0.47 -0.40 -0.43
H -1.187853 2.328604 -5.466383 -0.79 0.46 -0.46
H -0.271123 2.215484 -7.003323 0.21 0.40 -0.09
H -0.708093 4.751194 -6.933003 -0.63 -1.28 0.56
H -0.191603 5.505364 -5.435503 0.27 0.22 -0.22
H 0.910347 5.011914 -6.801943 0.26 0.84 0.33
H 2.533227 2.131494 -1.863943 0.40 0.11 0.13
H 2.345577 3.823664 -1.375733 -0.10 0.26 -0.04
H 1.323277 2.543604 -0.707403 -0.44 0.18 -0.22
H -1.056143 3.156204 -3.301543 -0.52 -0.24 0.41
H -0.427013 4.469744 -2.348903 -0.66 0.26 0.64
H -0.734853 2.889144 -1.495823 -0.29 0.11 -0.28
O 3.559097 -2.627356 -4.104233 0.26 1.03 -1.11
P 2.443817 -3.424596 -3.609173 -0.08 -2.00 2.02
N 1.952347 -2.899226 -2.043133 -1.06 -0.85 -1.25
C 0.629007 -2.281886 -1.718933 0.64 -2.06 -0.16
C 2.955937 -3.015756 -0.990523 1.15 1.59 -1.38
N 3.064227 -5.053796 -3.466423 -0.79 0.25 1.47
C 2.501157 -6.072016 -2.527373 0.68 1.17 -0.68
C 4.097017 -5.549766 -4.380153 -0.78 1.26 -0.52
N 1.038737 -3.562896 -4.493953 -1.09 0.04 -1.29
C 0.293747 -4.850646 -4.590283 0.70 0.07 0.31
C 0.567687 -2.548356 -5.475523 0.92 1.13 0.92
H 0.400077 -2.672816 -0.727543 -0.21 0.38 0.22
H -0.086543 -2.770386 -2.380333 -0.20 0.34 -0.12
H 0.482307 -1.202166 -1.747113 0.61 0.09 -0.12
H 2.610227 -2.685636 -0.010923 -0.18 -0.66 -0.04
H 3.711357 -2.292786 -1.298323 0.40 0.47 0.53
H 3.555977 -3.920776 -1.085343 -0.68 -0.54 0.63
H 2.102347 -6.925136 -3.076223 -0.48 0.06 -0.03
H 3.256867 -6.489126 -1.861773 0.37 0.16 0.00
H 1.783287 -5.559256 -1.887193 -0.29 -0.33 -0.14
H 4.374527 -4.709426 -5.016493 -0.01 -0.02 -0.12
H 5.044707 -5.877486 -3.952853 -0.27 -0.29 0.57
H 3.646177 -6.304906 -5.024043 0.27 -0.39 -0.03
H 0.087177 -5.332106 -3.634453 0.67 0.08 0.27
H -0.724643 -4.795896 -4.974973 0.22 0.81 -0.50
H 0.899797 -5.497676 -5.224443 -0.34 -0.45 0.05
H 1.342767 -1.877566 -5.846183 0.75 -0.30 0.37
H -0.059833 -1.843796 -4.929713 -0.78 -0.14 -0.37
H 0.149037 -2.885336 -6.423823 -0.41 -0.74 0.53



[2]
96
Properties=species:S:1:pos:R:3:forces:R:3 method="wB97M-V/def2-TZVPD" e_homo_ev=-8.6 largest_force_ev_per_a=6.05 molar_mass_g_mol=774.894 lumo_ev=0.4 gap_ev=8.9917 charge=0
C 3.371039 -0.097606 3.562033 0.11 0.51 0.33
C 2.924170 0.656302 2.196964 0.37 0.39 1.66
O 3.328613 -0.086985 1.027182 -1.68 0.02 0.19
C 2.230294 -0.717568 0.335417 -1.15 -0.97 -1.26
C 1.321090 -1.668802 1.268823 0.44 -0.34 1.11
C 2.187808 -2.852219 1.978772 -1.55 0.32 -0.62
O 1.909754 -2.885748 3.418305 -0.10 -0.62 -0.96
C 2.931727 -1.592769 -0.845480 0.09 -0.46 0.74
C 2.053971 -2.830472 -1.338341 0.21 -0.76 0.22
C 2.408457 -3.365643 -2.804531 -0.56 -0.45 0.76
C 3.790724 -4.143100 -2.916393 0.34 1.29 -1.05
F 4.730774 -3.837929 -1.912693 -1.77 -0.63 -1.65
F 4.392617 -3.735284 -4.156073 -0.90 -0.97 2.14
C 3.673403 -5.732028 -2.987795 2.26 -1.22 -0.11
F 3.402086 -6.263401 -1.714056 -0.13 1.03 -2.98
F 2.821182 -6.195615 -3.989680 1.38 1.01 2.62
F 4.969213 -6.217476 -3.328084 -2.78 0.84 0.70
C 1.220015 0.286034 -0.417603 -0.18 0.32 -0.56
C 1.816696 1.725594 -0.760136 0.83 -0.25 -0.02
C 3.205922 1.718981 -1.546735 -0.26 1.04 -0.93
C 3.025037 1.654650 -3.157514 1.11 -0.73 0.42
C 4.474993 2.001579 -3.806276 0.12 -0.14 1.93
S 5.038941 0.683725 -4.998365 0.88 -0.71 0.20
C 6.227734 -0.431171 -4.151375 3.15 -1.81 4.16
N 6.852872 -0.337908 -2.886536 -2.08 0.72 -3.22
N 7.713512 -1.375504 -2.646281 -1.30 -2.53 -5.29
C 7.621232 -2.184114 -3.805480 -0.94 2.90 2.17
O 6.708239 -1.643604 -4.725050 0.24 1.26 1.38
N -0.078792 0.527211 0.344586 -0.23 0.98 -1.41
C -1.203119 0.711932 -0.568054 -3.27 0.48 -2.12
C -1.673049 2.038722 -1.171138 -0.97 -2.70 -0.22
C -2.854175 2.056740 -2.102511 0.53 0.54 0.38
N -3.716090 1.027620 -2.546816 4.66 -0.50 3.82
C -3.267838 -0.163103 -1.928199 0.40 -0.77 0.30
C -2.106909 -0.437868 -1.011504 0.14 2.86 -0.65
H 2.479780 -0.490318 4.157627 1.25 0.30 -1.03
H 4.124172 -0.936128 3.365585 -1.25 1.11 0.09
H 3.914879 0.642847 4.253673 -0.81 -0.94 -1.07
H 3.474039 1.660694 2.207457 -0.75 -1.36 -0.40
H 1.800336 0.873306 2.235095 1.60 -0.38 -0.18
H 0.419885 -2.107876 0.704173 1.53 0.76 0.66
H 0.845390 -1.100317 2.149697 0.83 -0.59 -1.49
H 3.288069 -2.666849 1.770594 -1.33 -0.52 0.56
H 1.787259 -3.832038 1.556424 1.10 1.10 0.32
H 1.236926 -3.585236 3.576548 0.77 0.81 -0.25
H 3.187815 -0.970085 -1.760601 -0.24 -0.53 1.30
H 3.901168 -1.986369 -0.367614 -1.34 0.61 -1.02
H 2.244407 -3.701232 -0.616841 -0.46 1.19 -0.95
H 0.919600 -2.636183 -1.328091 1.76 -0.07 -0.06
H 2.350677 -2.507452 -3.545009 0.44 -1.19 0.76
H 1.589064 -4.127197 -3.079034 1.26 1.17 0.23
H 0.889477 -0.247317 -1.383751 0.66 0.78 1.33
H 1.047081 2.295498 -1.375127 0.94 -0.74 0.71
H 1.979346 2.330756 0.206026 -0.34 -1.09 -1.23
H 3.939655 0.915722 -1.224851 -1.07 0.99 -0.25
H 3.719859 2.725841 -1.342208 -0.70 -1.37 -0.19
H 2.201763 2.344768 -3.535087 1.11 -0.89 0.51
H 2.814325 0.570584 -3.475785 -0.07 1.65 0.46
H 4.518544 3.036334 -4.274432 0.01 -1.58 0.16
H 5.237507 2.001438 -2.945068 -1.02 0.00 -1.36
H 8.129318 -3.152443 -4.091938 -0.79 1.54 0.53
H 0.120354 1.406404 0.862473 -0.79 -0.72 -0.30
H -1.128882 3.003102 -0.915643 -0.93 -1.37 -0.47
H -3.116051 3.088023 -2.538501 0.46 -1.63 0.74
H -3.916790 -1.077040 -2.180434 1.09 1.49 0.44
H -1.901075 -1.493453 -0.646841 -0.45 1.56 -0.55
O -6.611913 -0.183209 -0.564066 -0.17 0.42 0.59
S -7.077854 1.121966 -0.175098 -0.35 0.29 -0.56
O -6.608939 1.771601 1.020450 -0.05 -0.54 -0.32
O -8.694500 1.120764 -0.168367 0.76 0.25 -0.37
C -9.370461 0.124045 0.597908 -0.44 -0.56 0.70
C -9.369783 0.460769 2.077398 0.27 0.07 0.18
C -6.863596 2.231182 -1.537190 -0.17 0.10 0.00
H -8.937155 -0.863746 0.416886 0.12 0.15 -0.09
H -10.401298 0.094508 0.237304 0.21 0.19 -0.23
H -8.361293 0.404099 2.492578 -0.08 -0.02 -0.03
H -10.003019 -0.235841 2.631173 -0.01 0.03 -0.11
H -9.730810 1.478583 2.242669 -0.06 -0.10 -0.05
H -7.264965 1.767416 -2.437107 0.05 -0.01 0.11
H -5.795896 2.415785 -1.654042 -0.05 -0.19 0.08
H -7.381434 3.164218 -1.315966 0.00 -0.11 0.05
O -0.201156 1.960451 3.483095 -0.43 -0.23 0.10
S -1.121227 1.965026 4.591659 -0.42 0.52 0.47
O -1.898531 0.806216 4.936450 0.50 0.33 -0.46
O -2.109412 3.233884 4.446554 0.89 -0.43 0.44
C -2.832241 3.397061 3.223567 -0.77 -0.09 -0.78
C -4.026993 2.464589 3.150758 0.06 -0.25 -0.01
C -0.264022 2.516760 6.038820 -0.02 0.15 0.00
H -2.171681 3.261025 2.362090 0.11 -0.06 0.17
H -3.182625 4.431629 3.200564 0.26 -0.03 0.28
H -3.708058 1.422883 3.074391 -0.03 0.08 -0.04
H -4.642899 2.693807 2.278496 0.06 0.01 0.08
H -4.639623 2.550130 4.051328 0.03 0.09 -0.09
H 0.286441 3.425487 5.798778 -0.07 -0.08 -0.02
H 0.425449 1.728483 6.341197 -0.10 -0.03 -0.14
H -0.990548 2.699477 6.829823 0.02 -0.04 -0.11



[3]
15
Properties=species:S:1:pos:R:3:forces:R:3 method="wB97M-V/def2-TZVPD" e_homo_ev=-9.2 largest_force_ev_per_a=3.59 molar_mass_g_mol=159.984 lumo_ev=0.7 relative_energy_ev=0.300 gap_ev=9.8628 charge=0
C -0.967926 -0.327613 -1.380160 1.59 -1.38 -1.65
C -1.444272 0.547768 0.985872 -1.68 1.89 -1.47
C -0.728203 -0.399210 0.077806 2.92 -0.30 1.28
N 1.074838 0.070552 0.486629 -3.05 -1.28 1.42
P 2.280413 -0.266831 -0.585043 -0.71 0.42 0.08
Cl 3.204772 1.538024 -0.361289 0.80 1.12 -0.48
Cl 3.654156 -1.251121 0.551999 0.43 -0.89 0.43
H -2.001233 -0.632494 -1.746334 1.26 0.42 0.81
H -0.711637 0.689117 -1.698319 -0.33 -0.14 -0.28
H -0.168711 -1.045664 -1.859012 -1.73 1.37 0.48
H -1.149407 0.246929 1.961643 -0.20 0.61 1.14
H -2.586445 0.731261 0.872770 1.54 -1.61 0.20
H -1.221819 1.620086 0.685833 0.79 -1.21 0.75
H -0.449998 -1.399654 0.460535 -1.38 0.43 -0.16
H 1.215470 -0.121157 1.547073 -0.26 0.55 -2.54



[4]
19
Properties=species:S:1:pos:R:3:forces:R:3 method="wB97M-V/def2-TZVPD" e_homo_ev=-8.8 largest_force_ev_per_a=3.47 molar_mass_g_mol=251.105 lumo_ev=0.4 relative_energy_ev=0.000 gap_ev=9.2691 charge=0
C 1.565856 0.569619 -0.358969 -2.14 -2.16 1.66
C -0.727967 0.587745 0.488864 0.75 -2.44 -0.03
C 0.223438 -2.353010 -1.846012 0.49 0.62 -0.38
C 1.163961 1.800046 -1.022844 1.12 0.04 0.84
C 0.068073 2.462877 -0.666020 -1.43 -0.81 0.69
C -1.315565 -1.926957 1.789921 -2.22 0.06 -2.00
N 0.304065 -0.104279 0.149749 1.99 0.21 -0.35
N -0.878118 1.893879 0.237678 1.66 1.27 -1.46
O 1.354874 -2.574341 -1.837125 0.73 -0.46 0.28
O -0.882300 -2.060036 -1.941985 -1.28 -0.12 0.11
S -2.074854 -0.330717 1.221379 0.57 0.35 0.66
Br 2.718206 1.000245 1.368467 -0.35 -0.03 -0.71
H 2.275637 -0.194388 -0.845533 -1.43 1.50 0.59
H 1.994787 2.262361 -1.473330 0.34 0.94 -1.33
H -0.276969 3.388053 -1.082751 0.33 0.43 -0.05
H -2.246093 -2.388587 2.189249 0.92 0.10 0.23
H -0.439264 -2.007659 2.379744 0.52 0.73 0.91
H -1.121322 -2.440998 0.854518 0.15 -0.23 -0.03
H -1.706445 2.416147 0.395001 -0.69 0.01 0.35